A molecular structure, C7H19O13P2V in a non-equilibrium geometry, computed with the ωB97M-V functional and the def2-TZVPD basis.

```
42
Properties=species:S:1:pos:R:3:mulliken_charge:R:1
O -1.005 -0.139 -0.095 -0.60
V 0.545 0.262 0.384 1.60
O 0.296 0.789 1.869 -0.35
O 3.843 -0.696 -1.589 -0.47
C 2.711 -0.384 -0.996 1.06
O 2.738 -0.008 0.214 -0.64
O 1.641 -0.571 -1.547 -0.63
H 4.471 -0.360 -0.945 0.32
C -2.403 -3.591 1.314 -0.57
O -1.165 -4.030 1.829 -0.34
P 0.278 -3.359 1.494 0.59
O 0.290 -1.870 1.380 -0.29
O 1.160 -3.915 2.702 -0.36
C 0.579 -4.142 3.990 -0.66
O 0.884 -4.288 0.296 -0.34
C 0.343 -4.252 -1.017 -0.61
H -3.134 -4.335 0.998 0.25
H -2.274 -2.836 0.539 0.20
H -2.864 -3.332 2.268 0.30
H 1.164 -4.831 4.599 0.25
H -0.459 -4.474 3.955 0.28
H 0.610 -3.205 4.545 0.29
H 1.170 -4.016 -1.686 0.27
H -0.380 -3.445 -1.136 0.25
H -0.088 -5.212 -1.305 0.25
C 0.775 6.115 -1.393 -0.67
O 1.225 4.890 -0.867 -0.40
P 0.249 3.626 -0.836 0.73
O 0.769 2.341 -0.286 -0.29
O -1.019 4.303 -0.106 -0.31
C -2.235 3.610 0.084 -0.69
O -0.114 3.585 -2.443 -0.36
C -0.519 2.250 -2.887 -0.48
H 1.243 6.318 -2.356 0.26
H 0.872 6.937 -0.684 0.27
H -0.301 6.033 -1.551 0.31
H -2.964 4.353 0.405 0.30
H -2.173 2.782 0.791 0.29
H -2.759 3.156 -0.757 0.31
H 0.247 1.824 -3.535 0.25
H -1.344 2.502 -3.553 0.25
H -0.902 1.615 -2.088 0.17
```

Calculated values
**Gap between HOMO and LUMO**: 9.5 eV
**Electronic energy**: -78455.1999 eV
**Relative energy (zero: lowest compared OMol25 entry of this formula, charge and spin)**: 2.4214 eV
**HOMO level**: -9.512 eV
**Strongest force on any atom**: 0.078 Eh/bohr